The following is a DFT calculation (ωB97M-V/def2-TZVPD) of an isolated molecule of C6H7NO2S2 at a distorted geometry.

The geometry in ORCA input format:
```
! wB97M-V def2-TZVPD RIJCOSX def2/J DEFGRID3
* xyz 0 1
C -3.598 0.169 0.471
C -2.087 0.212 0.462
S -1.127 0.294 1.742
S -1.446 -0.142 -1.145
C 0.607 -0.295 -1.043
C 1.336 0.971 -0.850
C 2.494 0.762 -0.105
O 3.444 1.688 0.214
N 2.578 -0.570 0.317
C 1.403 -1.111 -0.007
O 1.157 -2.420 0.217
H -4.148 -0.646 1.156
H -4.019 0.216 -0.582
H -4.009 1.098 0.802
H 0.562 -0.548 -2.094
H 1.066 1.853 -1.310
H 4.046 1.362 0.792
H 1.741 -2.893 0.963
*
```

Computed properties:
energy relative to the best compared isomer or geometry (same formula, charge and spin): 166.7 kJ/mol
structure (SMILES): CC(=S)S[C@H]1C=C(O)N=C1O
HOMO: -8.07 eV
LUMO: -0.0086 Eh

***

The following is a DFT calculation (ωB97M-V/def2-TZVPD) of C37H34Br2N6O3P3Se2Ti as an isolated structure at a distorted geometry.

The geometry in ORCA input format:
```
! wB97M-V def2-TZVPD RIJCOSX def2/J DEFGRID3
* xyz 1 3
Ti 0.340 -2.538 -0.161
Se 4.334 2.423 0.454
P 2.234 2.464 0.604
C 1.545 2.792 -1.051
C 1.340 4.089 -1.472
C 0.993 4.335 -2.785
C 0.919 3.291 -3.690
C 1.147 1.977 -3.252
C 1.439 1.713 -1.938
C 1.569 3.687 1.778
C 0.378 3.442 2.479
C -0.049 4.352 3.462
C 0.631 5.552 3.637
C 1.775 5.787 2.885
C 2.258 4.872 1.953
C 1.410 0.922 1.020
C 0.146 0.409 0.737
N 0.159 -0.847 1.251
N 1.343 -1.074 1.844
N 2.080 -0.023 1.722
P -1.548 0.641 0.187
Se -1.142 -1.697 -1.906
C -2.431 0.982 1.756
C -1.914 0.655 3.001
C -2.648 0.872 4.164
C -3.936 1.373 4.103
C -4.507 1.596 2.845
C -3.762 1.430 1.697
C -1.889 2.127 -0.795
C -2.056 3.376 -0.195
C -2.580 4.427 -0.929
C -3.036 4.179 -2.224
C -2.903 2.934 -2.816
C -2.305 1.905 -2.102
H 1.448 4.903 -0.755
H 0.853 5.325 -3.158
H 0.660 3.477 -4.740
H 1.065 1.177 -3.987
H 1.555 0.704 -1.531
H -0.116 2.509 2.335
H -0.931 4.128 4.047
H 0.278 6.270 4.328
H 2.306 6.713 3.026
H 3.215 5.034 1.483
H -0.901 0.308 3.106
H -2.186 0.643 5.109
H -4.502 1.592 4.993
H -5.513 2.036 2.803
H -4.233 1.635 0.765
H -1.698 3.513 0.801
H -2.673 5.386 -0.474
H -3.433 4.975 -2.816
H -3.276 2.804 -3.822
H -2.192 0.933 -2.515
Br 2.460 -7.163 -0.474
C 0.755 -6.708 0.161
C -0.157 -7.699 0.522
C -1.464 -7.358 0.904
Br -2.671 -8.753 1.124
C -1.915 -6.025 1.121
C -3.172 -5.465 1.517
C -3.348 -4.102 1.616
C -2.268 -3.255 1.302
N -1.141 -3.725 0.874
C -0.957 -5.074 0.793
C 0.341 -5.376 0.258
O 1.084 -4.362 -0.124
H 0.085 -8.748 0.381
H -3.979 -6.114 1.784
H -4.307 -3.702 1.950
H -2.306 -2.163 1.324
N 4.218 -4.100 -0.671
C 4.538 -2.902 -1.579
P 2.875 -2.497 -2.238
O 2.389 -3.575 -3.166
O 2.123 -2.139 -0.985
C 2.919 -0.996 -3.291
N 1.661 -1.188 -4.114
H 5.058 -4.499 -0.251
H 3.695 -4.825 -1.202
H 3.497 -3.796 0.040
H 5.202 -3.299 -2.342
H 5.013 -2.115 -0.996
H 3.795 -0.962 -3.930
H 2.837 -0.035 -2.765
H 1.635 -2.192 -4.355
H 1.611 -0.541 -4.904
H 0.832 -1.041 -3.544
*
```

Computed properties:
HOMO (spin up / spin down): -9.77 / -9.77 eV
⟨S²⟩: 2.010
LUMO (spin up / spin down): -0.0964 / -0.1534 Eh

***

The following is a DFT calculation (ωB97M-V/def2-TZVPD) of C3H10AlF6O3P as an isolated structure at a distorted geometry.

The geometry in ORCA input format:
```
! wB97M-V def2-TZVPD RIJCOSX def2/J DEFGRID3
* xyz -1 2
Al 31.123 20.762 -7.736
O 33.383 21.306 -5.894
H 34.089 21.904 -5.582
O 31.156 19.262 -10.100
H 31.988 18.763 -10.218
P 28.692 22.970 -5.884
F 28.524 21.424 -5.547
F 27.103 23.206 -6.070
F 28.709 23.202 -4.252
F 28.751 24.545 -6.329
F 30.316 22.846 -5.927
F 28.806 22.516 -7.419
C 27.628 19.288 -11.119
C 27.599 20.305 -10.027
C 26.411 20.020 -9.143
O 28.792 20.151 -9.308
H 27.348 18.295 -10.769
H 28.537 19.279 -11.722
H 26.849 19.525 -11.844
H 27.378 21.220 -10.577
H 26.349 20.763 -8.348
H 26.450 19.046 -8.654
H 25.417 19.996 -9.591
H 29.316 19.748 -10.005
*
```

Computed properties:
HOMO (spin up / spin down): -5.20 / -5.03 eV
⟨S²⟩: 0.756
LUMO (spin up / spin down): 0.0998 / -0.0062 Eh

***

The following is a DFT calculation (ωB97M-V/def2-TZVPD) of a 3-piece molecular cluster, C4H14O3 overall at a distorted geometry.

The geometry in ORCA input format:
```
! wB97M-V def2-TZVPD RIJCOSX def2/J DEFGRID3
* xyz 0 1
C -2.411 -0.290 1.070
C -1.018 0.273 0.695
C -0.885 0.548 -0.783
C 0.390 1.330 -1.096
O -0.887 -0.701 -1.478
H -3.137 0.182 0.407
H -2.414 -1.366 0.855
H -2.649 -0.157 2.122
H -0.247 -0.404 1.056
H -0.901 1.214 1.232
H -1.729 1.165 -1.077
H 0.447 1.584 -2.152
H 1.247 0.703 -0.837
H 0.454 2.213 -0.470
H -1.286 -0.563 -2.350
O 1.850 -1.967 -0.347
H 1.401 -1.246 -0.799
H 2.161 -2.516 -1.075
O 2.123 1.095 1.895
H 2.215 0.302 1.355
H 3.011 1.332 2.177
*
```

Computed properties:
energy relative to the best compared isomer or geometry (same formula, charge and spin): 41.5 kJ/mol
structure (SMILES): CC[C@@H](C)O.O.O
HOMO: -10.41 eV
LUMO: 0.0268 Eh

***

The following is a DFT calculation (ωB97M-V/def2-TZVPD) of a 2-piece molecular cluster, H4OS overall at a distorted geometry.

The geometry in ORCA input format:
```
! wB97M-V def2-TZVPD RIJCOSX def2/J DEFGRID3
* xyz 0 1
O -1.424 2.654 -2.016
H -0.760 2.147 -2.536
H -0.915 3.398 -1.623
S -0.235 0.521 -0.404
H -0.919 0.174 -1.510
H -0.805 1.741 -0.372
*
```

Computed properties:
energy relative to the best compared isomer or geometry (same formula, charge and spin): 29.4 kJ/mol
structure (SMILES): O.S
HOMO: -9.60 eV
LUMO: 0.0246 Eh

***

The following is a DFT calculation (ωB97M-V/def2-TZVPD) of an isolated molecule of C4H7NO.

The geometry in ORCA input format:
```
! wB97M-V def2-TZVPD RIJCOSX def2/J DEFGRID3
* xyz 0 1
H 3.109 0.845 -0.743
N 2.405 0.121 -0.606
C 1.526 0.489 0.205
O 1.128 1.524 0.962
C 0.281 0.287 0.882
C -1.006 0.354 0.105
C -1.208 -1.012 -0.556
H 0.273 -0.276 1.815
H -1.848 0.614 0.756
H -0.913 1.145 -0.647
H -0.293 -1.307 -1.082
H -2.025 -1.001 -1.282
H -1.429 -1.782 0.191
*
```

Computed properties:
energy relative to the best compared isomer or geometry (same formula, charge and spin): 206.3 kJ/mol
structure (SMILES): [H]/N=C1\O[C@H]1CC
HOMO: -10.36 eV
LUMO: 0.0398 Eh